[1]
25
Properties=species:S:1:pos:R:3:forces:R:3 method="wB97M-V/def2-TZVPD" energy_ev=-11404.579 gap_ev=8.8 e_lumo_ev=0.987 relative_energy_kcal_mol=22.1 e_homo_ev=-7.829 smiles="C=C(N)NC.CC(N)N"
C -1.462 -0.139 -0.245 0.9748 -0.3449 -0.5753
C -2.655 -0.738 -0.977 0.2728 0.0882 -0.0018
C 1.702 0.797 0.028 -0.3809 -0.8065 -0.7272
N -1.676 1.298 -0.104 0.1800 0.2835 -0.1704
N -1.256 -0.861 1.003 0.2165 -0.2559 0.0510
N 1.551 1.884 -0.835 0.0845 0.0108 -0.1407
C 1.584 0.906 1.360 0.0613 0.0321 0.2090
H -2.540 1.482 0.399 0.0359 -0.1116 -0.0832
H -0.926 1.702 0.448 -0.0351 -0.1014 -0.0131
H -2.064 -0.772 1.614 0.1142 0.0463 -0.0529
H -0.433 -0.489 1.472 -0.2775 0.0004 0.0216
H 1.041 1.689 -1.687 -0.0338 0.0064 0.1379
H 1.204 2.719 -0.388 0.0378 -0.0817 -0.0126
H -2.822 -0.217 -1.916 -0.0032 -0.0225 -0.0943
H -2.492 -1.797 -1.156 -0.0295 -0.0529 -0.0444
H -3.557 -0.629 -0.372 -0.0521 -0.0005 0.0827
H 1.801 0.095 2.027 0.0333 -0.2090 0.0726
H 1.282 1.839 1.804 0.1578 0.2245 0.0256
C 2.077 -1.666 0.038 -0.3428 0.0998 -0.0410
N 1.927 -0.402 -0.643 0.3612 0.8532 0.1081
H 1.834 -0.399 -1.648 0.1816 0.0285 0.3113
H -0.488 -0.311 -0.855 -1.7087 0.4149 0.8834
H 1.112 -2.023 0.418 0.1193 -0.1103 0.0343
H 2.487 -2.395 -0.660 -0.0434 -0.0106 0.0308
H 2.769 -1.573 0.874 0.0760 0.0190 -0.0115

[2]
23
Properties=species:S:1:pos:R:3:forces:R:3 method="wB97M-V/def2-TZVPD" energy_ev=-8979.242 spin_multiplicity=2 gap_ev="4.2 / 12.1" e_lumo_ev="1.024 / 0.743" relative_energy_kcal_mol=21.8 s2=0.751 e_homo_ev="-3.143 / -11.313"
C 0.831 -0.413 0.645 -0.3120 0.3285 -0.4776
C 0.037 0.850 0.938 0.0668 0.4485 -0.7456
C -0.419 1.594 -0.342 -0.7412 -0.9146 0.4360
C 0.682 2.344 -1.051 0.2220 -0.3462 -0.8572
C -1.611 2.495 -0.073 0.2085 0.7551 -0.0713
N -0.011 -1.495 0.035 -0.2545 -0.3163 0.4824
H 1.595 -0.211 -0.109 0.2027 -0.0399 0.3393
H 1.269 -0.816 1.552 0.1164 -0.0897 -0.0663
H -0.856 0.605 1.521 0.2780 0.0666 0.2049
H 0.703 1.525 1.481 -0.1885 -0.0573 0.3554
H -0.837 0.814 -0.997 0.3622 0.0801 -0.1647
H 0.390 2.545 -2.090 -0.1123 0.2143 0.2142
H 0.923 3.293 -0.573 0.0671 -0.0515 0.1255
H 1.586 1.738 -1.170 0.0613 0.1077 0.2859
H -2.391 2.024 0.514 -0.1155 -0.2346 0.0363
H -2.032 2.803 -1.032 -0.1254 0.0698 0.0593
H -1.308 3.410 0.449 -0.0222 -0.0871 0.0340
H -0.922 -1.655 0.535 0.0552 0.1246 0.1166
H 0.465 -2.407 0.112 -0.0557 -0.1340 -0.3240
H -0.276 -1.375 -0.975 0.2089 0.1652 -0.0379
H 0.123 -4.723 0.698 0.0145 0.2609 0.0336
H 0.378 -4.876 -0.787 0.0400 0.2174 -0.2224
O 0.489 -4.243 -0.064 0.0236 -0.5672 0.2437

[3]
23
Properties=species:S:1:pos:R:3:forces:R:3 method="wB97M-V/def2-TZVPD" energy_ev=-8968.946 gap_ev=4.9 e_lumo_ev=-9.293 relative_energy_kcal_mol=174.6 charge=+1 e_homo_ev=-14.188
C -0.153 0.923 1.511 -0.4945 -0.5409 0.3381
C 0.876 0.251 0.696 0.8595 3.5121 -0.8375
C 1.076 0.742 -0.714 0.0452 -0.3526 -0.4059
C -0.189 1.199 -1.444 0.8287 -0.1831 0.1324
C 1.952 -0.268 -1.486 -0.9719 0.0927 0.7953
N -2.577 -1.260 1.443 -0.2144 0.1270 0.4152
H -1.137 0.633 1.095 -0.2162 0.1082 0.3275
H -0.143 0.733 2.581 0.1390 -0.4081 -0.0558
H -0.189 2.016 1.434 0.3076 0.0134 -0.4822
H 1.892 0.204 1.127 -0.2570 -0.8014 0.5283
H 1.756 1.623 -0.695 -0.0819 0.0373 0.6478
H -0.746 0.297 -1.699 -0.2903 0.2247 -0.0737
H -0.759 1.880 -0.820 -0.2464 -0.0241 -0.1256
H 0.090 1.721 -2.357 -0.1121 -0.0484 -0.0672
H 2.216 0.136 -2.457 0.1275 -0.3478 -0.1230
H 2.816 -0.520 -0.873 0.2910 0.0769 -0.3229
H 1.322 -1.175 -1.516 0.2737 0.1257 -0.6327
H -0.391 -2.559 -0.285 0.3562 0.0913 0.1020
H -1.794 -1.183 0.815 -0.0806 -0.2214 -0.2782
H 0.678 -0.896 0.576 -1.2207 -1.9292 -0.9320
H -2.518 -1.870 2.243 0.1387 -0.0484 -0.0884
H -3.521 -1.032 1.171 0.1239 0.0707 -0.2605
O -0.557 -1.596 -0.346 0.6952 0.4252 1.3988

[4]
23
Properties=species:S:1:pos:R:3:forces:R:3 method="wB97M-V/def2-TZVPD" energy_ev=-8974.574 gap_ev=11.1 e_lumo_ev=-3.586 relative_energy_kcal_mol=44.8 charge=+1 e_homo_ev=-14.671
C -0.298 1.382 -0.107 -0.6237 -0.3451 -0.2295
C -0.051 0.279 -1.215 -0.0327 1.4912 0.1683
C 0.004 1.054 -2.569 -2.0818 -1.4566 0.7091
C 1.311 -0.364 -0.947 -0.8985 -0.6250 -2.6670
C 1.324 -1.185 0.315 3.4512 0.0102 0.3003
N -1.176 0.871 1.059 -0.4679 -1.0979 3.5165
H -0.820 2.311 -0.477 0.7449 -1.0437 0.3480
H 0.696 1.591 0.321 -0.6388 0.3694 -0.0306
H -0.827 -0.516 -1.223 0.0731 0.6741 0.0031
H -0.062 0.323 -3.384 0.7242 0.4478 -0.0262
H -0.897 1.643 -2.661 -0.6009 0.0924 -0.0842
H 0.755 1.799 -2.605 1.3527 0.1726 -0.2369
H 1.413 -1.039 -1.856 0.3640 0.5636 1.1029
H 1.998 0.463 -1.153 0.5703 -0.3632 0.8084
H 0.811 -2.144 0.053 0.2666 0.8358 1.1904
H 2.453 -1.352 0.675 -2.3934 -0.2698 -1.0724
H 1.014 -0.550 1.147 -0.8254 -0.6525 0.2078
H -2.146 1.311 1.196 1.9594 -0.1819 -0.3870
H -1.440 -0.148 0.984 0.7027 0.8905 -0.2397
H -0.657 0.873 2.087 -1.6084 0.2801 -3.2964
H -1.067 -2.937 3.318 0.2313 0.7436 -1.1542
H -1.283 -1.685 3.975 0.1428 0.5760 -0.7273
O -1.057 -1.978 3.066 -0.4116 -1.1116 1.7966

[5]
24
Properties=species:S:1:pos:R:3:forces:R:3 method="wB97M-V/def2-TZVPD" energy_ev=-11023.725 spin_multiplicity=2 gap_ev="3.9 / 10.5" e_lumo_ev="0.654 / 0.330" relative_energy_kcal_mol=87.4 s2=0.751 e_homo_ev="-3.207 / -10.136"
C -0.779 1.621 0.623 1.6197 -0.9372 0.9242
O -2.169 1.531 0.764 -0.5529 0.4374 2.8519
C -0.161 0.107 0.142 0.1000 0.8396 -1.5811
C 1.237 -0.174 0.772 -1.2331 -0.7341 1.5203
C 2.158 -1.110 0.021 1.8106 -0.9031 -1.0387
C 2.551 -0.379 -1.246 1.6002 0.9919 -1.9545
N -1.243 -0.996 0.303 0.1459 -0.8094 -0.4839
H -0.210 1.935 1.592 -1.2159 -1.0461 -1.1045
H -0.557 2.529 0.008 0.1417 -1.3799 -0.5520
H -2.420 1.548 1.871 0.4819 -0.3532 -2.5247
H 0.063 0.144 -1.012 -0.8353 -0.0118 2.1543
H 1.637 0.845 0.703 0.5158 -0.3425 0.5713
H 1.210 -0.567 1.834 -0.4482 1.0429 -0.9349
H 3.198 -1.224 0.520 -1.9188 0.1190 -0.1096
H 1.854 -2.208 -0.210 -0.1082 1.9435 0.5690
H 3.047 0.601 -1.025 0.0679 -0.8721 0.3930
H 3.288 -0.941 -1.876 -0.6442 0.3427 0.4930
H 1.807 0.037 -1.945 -0.4283 -0.9349 0.2736
H -1.039 -1.977 -0.118 0.3711 1.9717 1.1144
H -2.206 -0.695 -0.369 1.4954 -0.3339 1.2914
H -1.624 -1.097 1.291 0.6768 0.2613 -0.9082
H -3.338 0.435 -0.265 -0.8399 4.2054 4.8804
H -3.049 0.282 -1.549 0.6921 1.0814 -3.2453
O -3.256 -0.248 -0.826 -1.4943 -4.5786 -2.5996